A molecular structure, C45H59BrIrN5O3P2. Source: OMol25; level of theory: the ωB97M-V functional and the def2-TZVPD basis.

Calculated values
HOMO energy (spin up / spin down) in eV: -9.35 / -12.65
Energy above the lowest of the compared OMol25 structures with the same formula, charge and spin in kcal per mole: 14.56
Gap between HOMO and LUMO (spin up / spin down) in hartree: 0.1598 / 0.2082

```
! wB97M-V def2-TZVPD RIJCOSX def2/J DEFGRID3
* xyz 2 5
Ir 0.21755 0.04189 -0.94411
Br 5.35450 -5.36672 -2.07325
P 1.74698 1.35955 0.62028
P -1.87132 -1.41314 -1.16354
O 1.15594 -1.73219 0.21346
O 1.98704 -1.29917 -2.25369
O -2.06447 5.56136 -5.02610
N -1.15888 0.90969 0.67639
N 1.30137 -2.99744 2.48028
N -1.35237 3.25623 -3.64051
N 0.01861 1.64218 -2.40392
N 2.90363 -4.40898 2.87053
C 2.59972 1.31663 3.39521
C 3.66932 -4.37180 -0.02601
C 3.68616 -0.31030 1.78584
C 1.23373 -3.28518 3.82776
C 2.48191 -4.70221 5.35604
C 2.31562 -3.66307 1.91558
C 3.50275 1.79252 -1.45805
C -1.46737 4.30991 2.08021
C -0.76313 -4.01222 -1.11917
C 2.40059 -1.05870 -3.59031
C -4.20068 0.00757 2.53462
C 3.51558 -3.17736 -2.11680
C -4.20266 -1.08877 0.40957
C 0.23995 5.97165 2.87936
C -1.82074 3.09305 1.54879
C 0.61854 -3.32741 6.09842
C 4.19134 2.95463 0.66152
C 3.00896 2.48822 -0.18456
C -2.31116 0.27612 1.02851
C 0.38978 -2.83035 4.82928
C 0.51714 2.52813 1.28701
C -3.25487 -3.96257 -1.18737
C 2.69557 -3.52894 0.53753
C -0.12643 4.65595 2.27036
C -0.63447 2.41237 -2.98168
C 4.05499 -4.20007 -1.32673
C -2.16853 4.28186 -2.98688
C -2.95426 0.51503 2.26927
C -0.84005 2.14138 1.18827
C 2.09720 -2.49506 -0.24443
C 2.42573 0.48304 2.12894
C -2.06470 -1.90981 -3.87119
C -1.19719 4.63570 -5.64044
C -3.23659 0.14849 -3.05004
C -4.88542 -0.74563 1.57477
C -1.44161 3.22508 -5.10456
C -2.87094 -1.29561 -2.72711
C 1.64287 -4.24460 6.35567
C 0.84572 3.75733 1.83696
C -6.27810 -1.22330 1.82727
C 2.26118 -4.20155 4.08261
C -1.85503 5.62917 -3.63497
C 2.56902 -2.33862 -1.58587
C -2.90859 -0.66772 0.14863
C -2.00706 -3.23537 -0.68687
H 1.61690 -0.22715 2.32904
H 4.09994 -5.17677 0.55289
H 1.78189 -4.60285 7.36521
H -2.24189 5.01478 2.35344
H -1.81187 -2.95043 -3.67687
H -2.86228 2.86661 1.37067
H 4.08394 0.90426 -1.20399
H 1.71453 1.91628 3.59945
H -1.40535 4.66779 -6.70873
H 2.74111 0.63761 4.23741
H 2.66239 1.49198 -2.08260
H -2.63421 -1.87621 -4.79984
H -3.74789 0.63694 -2.21934
H 3.26651 -5.41691 5.55452
H -0.38740 6.18591 3.74340
H -0.70404 2.52853 -5.50032
H -2.33776 0.71207 -3.29186
H -6.89445 -0.42169 2.23222
H 3.88799 3.35770 1.62562
H 1.88676 4.03513 1.93889
H 1.86335 -0.17334 -3.92472
H -2.03759 -3.21286 0.40808
H 4.13555 2.45952 -2.04363
H -0.87317 -5.06605 -0.86387
H 3.69210 -5.02088 2.73938
H -2.44024 1.10418 3.01609
H 1.28180 5.99326 3.18927
H 0.08342 6.77624 2.15860
H -0.15049 4.92126 -5.46803
H -4.71429 -1.70606 -0.31424
H -1.13490 -1.35671 -4.01867
H 4.89777 2.14579 0.83157
H -3.89820 0.17357 -3.91669
H 2.14272 -1.90151 -4.23620
H 4.72504 3.74280 0.12940
H 0.78238 -2.33049 1.90156
H -6.27262 -2.02964 2.56334
H -0.40372 -2.12656 4.62136
H -3.79192 -1.86274 -2.57785
H 3.60333 -0.80166 0.81580
H 3.86512 -1.07488 2.54290
H 2.40846 3.35795 -0.47314
H -3.22326 4.04157 -3.14974
H -0.00906 -3.00725 6.91730
H 3.86140 -3.07412 -3.13437
H -1.95595 4.29641 -1.91858
H -2.44567 2.89568 -5.38706
H -3.26568 -4.96313 -0.75516
H 4.55798 0.33802 1.76959
H 0.12091 -3.64057 -0.61899
H 3.47482 -0.86438 -3.64093
H -4.18073 -3.47889 -0.89039
H -3.24859 -4.07756 -2.26960
H -0.81626 5.91472 -3.41846
H 3.47153 1.96551 3.34427
H -4.66944 0.20867 3.48869
H -6.74063 -1.59965 0.91791
H -0.59834 -3.94806 -2.19385
H -2.52411 6.39745 -3.25095
*
```

Here are the Löwdin charges for atoms 1 to 99, given in e: 0.9049, 0.8486, 1.0699, 1.0466, -0.1961, -0.1802, -0.1081, 0.0048, 0.1727, -0.0772, 0.0568, 0.1867, -0.0798, -0.0687, -0.0825, -0.1712, 0.0000, -0.2235, -0.1275, -0.0111, -0.0929, -0.0558, -0.0074, -0.0821, -0.0318, -0.0278, -0.0107, -0.0769, -0.0914, -0.5066, -0.2867, -0.0125, -0.2827, -0.0929, -0.0773, -0.2401, -0.2374, -0.6358, -0.0844, -0.0069, -0.2954, -0.3238, -0.4986, -0.1006, -0.1738, -0.1028, -0.2349, -0.0864, -0.5415, -0.0713, -0.0372, -0.0253, -0.1644, -0.1774, -0.2016, -0.2703, -0.4853, 0.0820, 0.1065, 0.1120, 0.1286, 0.0573, 0.1213, 0.0801, 0.0686, 0.1391, 0.0927, 0.0213, 0.0930, 0.0762, 0.1190, 0.0922, 0.1371, 0.0374, 0.0933, 0.0568, 0.1081, 0.0829, 0.1134, 0.0907, 0.0946, 0.1672, 0.1232, 0.0849, 0.0965, 0.1347, 0.1010, 0.0696, 0.0708, 0.0930, 0.1094, 0.0932, 0.1369, 0.0993, 0.1089, 0.1008, 0.0625, 0.0913, 0.1079

A molecular structure, C45H60AsF3N4O2PS2ScSi3. Source: OMol25; level of theory: the ωB97M-V functional and the def2-TZVPD basis.

Calculated values
HOMO energy in eV: -5.65
Gap between HOMO and LUMO in hartree: 0.1976

```
! wB97M-V def2-TZVPD RIJCOSX def2/J DEFGRID3
* xyz 0 1
As 0.27614 0.22399 -1.97572
Sc 0.37764 -0.10381 1.53668
S -0.33356 4.79789 1.57228
S 3.21884 1.08539 5.31578
P -2.53506 0.41709 1.73318
Si -1.61896 0.85349 -3.39802
Si 1.87954 1.64429 -3.05542
Si 0.84334 -1.85371 -3.05172
F 7.22224 1.95659 1.66378
F 7.47784 0.20759 0.44208
F 6.87844 0.00089 2.49628
O -0.40546 -0.05441 3.38318
O -1.25426 0.59659 5.33218
N 1.99644 0.71539 3.10738
N 2.53524 0.83649 0.30298
N 0.25644 2.30489 1.55458
N 0.82084 -1.97631 1.17218
C -0.03836 -6.03761 1.03408
C 1.68194 3.46779 -2.46852
C 5.25444 0.80519 0.99168
C -3.23596 -1.63781 0.03158
C -3.72386 -0.77281 1.00458
C -0.64506 -3.83051 1.78578
C -3.27526 0.52569 -2.47102
C 1.23224 -5.56871 0.73748
C 2.67104 0.08009 4.00948
C -4.04416 -2.62841 -0.49472
C 0.76054 4.20369 2.75388
C -1.24656 2.94369 -0.29782
C 2.98604 -3.82181 0.59868
C -3.14006 2.96559 2.61788
C 4.54644 2.00599 0.90948
C -0.45816 3.18849 0.92608
C -3.80096 4.17839 2.62688
C -2.76006 0.04619 3.53638
C -4.50256 2.23959 0.77678
C 3.23894 -0.31111 0.36178
C -1.71646 2.72399 -3.85152
C 3.71904 1.23009 -2.70462
C 1.74434 1.71209 -4.97262
C -5.35786 -2.73911 -0.06822
C -0.94796 -5.15911 1.60128
C 6.69414 0.75509 1.39178
C -1.61646 -2.96291 2.51948
C -0.30556 -3.11801 -2.19582
C 2.42934 2.42029 4.58468
C 2.88424 -1.38121 3.99758
C -1.90376 0.04239 -5.11762
C -5.03586 -0.90411 1.44738
C -1.35716 0.22079 4.18168
C -4.81376 4.42669 1.71398
C 1.81164 2.03339 3.42658
C 4.57544 -0.38261 0.69788
C 1.57644 -4.24471 0.88978
C -5.16236 3.45509 0.79218
C -5.85156 -1.88001 0.90188
C 2.69594 -2.25511 -2.79012
C 0.59454 -3.26681 1.30178
C 3.21474 1.96319 0.56218
C 0.63194 -2.10191 -4.94782
C -3.49766 1.97669 1.70118
C 0.95954 2.85769 2.59588
H -0.36726 -2.43091 -5.20522
H -3.20576 0.78529 -1.41802
H 0.79154 3.94349 -2.86792
H -0.15576 -3.10231 -1.11842
H 2.65624 -1.20261 0.15598
H 3.06464 -1.84681 -1.85592
H 3.30364 -1.84111 -3.58772
H -2.57126 2.89069 -4.49902
H -2.20146 -1.53471 -0.28772
H 5.08924 -1.33031 0.74588
H -1.91836 -5.52311 1.91408
H -1.34486 -2.86051 -2.39442
H 3.05954 -3.35101 -0.37972
H 2.19714 0.83609 -5.42682
H 1.31954 -2.86201 -5.30642
H -3.52756 4.93359 3.34898
H -1.57686 1.90379 -0.34232
H -5.33146 5.37349 1.72738
H -2.63866 -3.32011 2.38798
H 4.22114 2.05719 -2.21222
H -0.14496 -4.13721 -2.53482
H -6.87526 -1.98471 1.23498
H -3.05816 -1.00021 3.64888
H 3.64374 -4.68861 0.60408
H 1.64004 3.52939 -1.38492
H -0.61876 3.12589 -1.17232
H -2.16356 -1.00561 -5.02872
H -4.78226 1.48959 0.05328
H -3.65376 -3.32281 -1.22462
H 5.03174 2.94429 1.12498
H -5.95256 3.64059 0.07998
H 4.25814 1.01989 -3.62232
H 2.26044 2.58509 -5.36212
H 2.53274 4.06229 -2.79012
H -1.84046 3.36329 -2.98532
H 3.74064 -1.66351 4.60468
H 2.45184 3.38599 5.04568
H 1.97504 -6.26751 0.37128
H 0.83664 -1.19391 -5.50202
H 3.33574 -3.11891 1.35468
H -3.50946 0.67909 4.02028
H 1.99004 -1.86091 4.40238
H -2.72256 0.53589 -5.63282
H 2.99114 -1.72911 2.96888
H -1.03286 0.11609 -5.75722
H -2.35066 2.77659 3.33678
H -2.10956 3.60489 -0.33402
H -0.29926 -7.07051 0.86128
H -5.41056 -0.24851 2.22208
H -1.38216 -2.96171 3.58818
H -0.83156 3.05179 -4.38542
H -3.57586 -0.51611 -2.52502
H -4.08086 1.11599 -2.89912
H -5.99566 -3.50451 -0.48522
H 3.82644 0.36619 -2.06202
H 2.66284 2.88869 0.47828
H 2.86764 -3.32671 -2.77662
H 1.18554 4.86009 3.48348
H 0.71464 1.76199 -5.31022
H -1.51926 -1.93591 2.15178
*
```

Here are the natural (NBO) charges for atoms 1 to 99, given in e: -0.5061, 1.7541, 0.4704, 0.4745, 0.8445, 1.3869, 1.4108, 1.4221, -0.3182, -0.3182, -0.3207, -0.8985, -0.6302, -0.5379, -0.4955, -0.5645, -1.2830, -0.2845, -1.1095, -0.0976, -0.1774, -0.3603, -0.0923, -1.1067, -0.2157, 0.1391, -0.2160, -0.4181, -0.6780, -0.6035, -0.2186, -0.2389, 0.1400, -0.2122, -0.8150, -0.1598, 0.0115, -1.1029, -1.1106, -1.1086, -0.1940, -0.2024, 0.9756, -0.5978, -1.1158, -0.4082, -0.6472, -1.1007, -0.1432, 0.8089, -0.2015, 0.1023, -0.1811, -0.0844, -0.2298, -0.2352, -1.1102, 0.1682, 0.0668, -1.1005, -0.3556, 0.1069, 0.2341, 0.2258, 0.2331, 0.2772, 0.2818, 0.2322, 0.2336, 0.2390, 0.2319, 0.2386, 0.1941, 0.2212, 0.1975, 0.2350, 0.2403, 0.2176, 0.2514, 0.2153, 0.2072, 0.2352, 0.2457, 0.2152, 0.2714, 0.2079, 0.2184, 0.2573, 0.2329, 0.2175, 0.2225, 0.2415, 0.2166, 0.2407, 0.2393, 0.2396, 0.2240, 0.2262, 0.2428